57
Properties=species:S:1:pos:R:3:forces:R:3 method="wB97M-V/def2-TZVPD" homo_ev="-5.088 / -4.968" de_lowest_ev=0.000 total_charge=-1 homo_lumo_gap_ha="0.2520 / 0.2455" multiplicity=5 molar_mass_g_mol=556.43
Fe 0.535 0.083 -0.041 -0.40 0.15 -2.20
C 3.615 -4.086 2.845 -0.13 0.03 -0.12
C 2.478 -4.324 1.853 0.03 0.05 0.13
N 1.301 -3.522 2.130 0.06 0.21 0.22
C 1.180 -2.223 1.735 0.51 0.20 -1.01
S 2.139 -1.626 0.395 0.30 -0.56 0.52
N 0.325 -1.483 2.395 -0.60 -0.58 0.77
N 0.107 -0.281 1.840 -0.06 0.77 1.65
C -0.269 0.702 2.610 0.07 -1.67 0.23
C -0.621 0.450 4.044 0.00 0.23 -0.07
C -0.230 2.000 1.997 0.17 1.50 -0.94
C -0.725 3.176 2.577 0.02 -0.75 0.21
C -0.680 4.358 1.877 0.12 0.31 -0.42
C -0.115 4.381 0.604 -0.19 0.05 0.42
C 0.400 3.202 0.110 0.17 -0.15 -0.17
N 0.360 2.049 0.772 -0.21 0.23 0.80
H 4.489 -4.677 2.566 0.02 -0.01 0.05
H 3.891 -3.031 2.834 0.03 -0.01 0.02
H 3.313 -4.361 3.858 0.04 0.00 0.01
H 2.810 -4.069 0.850 -0.04 -0.11 -0.05
H 2.174 -5.373 1.869 0.02 0.00 -0.07
H 0.831 -3.699 3.007 -0.08 -0.04 -0.06
H -1.088 -0.529 4.124 0.02 0.01 0.02
H 0.279 0.439 4.664 -0.01 -0.01 0.02
H -1.299 1.211 4.425 0.03 0.00 0.03
H -1.167 3.136 3.563 -0.03 0.04 -0.02
H -1.092 5.262 2.305 -0.03 -0.01 0.00
H -0.085 5.285 0.015 -0.01 -0.01 -0.02
H 0.871 3.162 -0.866 -0.03 -0.01 0.00
O -4.105 5.057 -0.941 -0.12 0.06 -0.08
C -3.851 4.353 -1.939 0.38 -0.45 0.14
O -4.086 4.502 -3.148 -0.04 0.14 0.07
C -3.058 3.052 -1.585 -0.29 0.53 -0.18
C -3.322 2.364 -0.408 0.12 -0.19 0.04
C -2.556 1.255 -0.095 -0.13 0.00 -0.06
N -1.522 0.861 -0.835 0.28 0.03 0.09
C -1.271 1.519 -1.972 -0.09 0.07 -0.03
C -2.040 2.588 -2.407 0.03 -0.23 0.06
C -0.013 1.099 -2.706 0.02 0.00 0.18
O 0.114 1.264 -3.905 -0.04 -0.01 -0.01
O 0.899 0.586 -1.928 0.23 -0.02 -0.35
H -4.098 2.715 0.259 -0.02 0.03 -0.03
H -2.752 0.664 0.796 0.03 0.05 0.03
H -1.820 3.072 -3.348 -0.04 0.01 -0.01
C 0.202 -5.289 -1.914 -0.07 -0.05 0.13
N 0.841 -4.143 -2.508 0.18 0.20 -0.07
C 1.976 -4.148 -3.302 0.02 -0.05 -0.02
C 2.260 -2.863 -3.593 0.12 0.01 -0.11
N 1.305 -2.087 -2.981 -0.06 0.43 0.06
C 0.440 -2.859 -2.290 -0.25 -0.18 0.10
S -0.868 -2.386 -1.353 -0.12 0.03 0.02
H 0.522 -6.189 -2.436 0.04 0.02 -0.02
H -0.877 -5.176 -1.991 0.01 -0.01 -0.01
H 0.458 -5.363 -0.855 -0.01 0.00 -0.01
H 2.470 -5.061 -3.584 -0.01 0.03 -0.02
H 3.051 -2.440 -4.186 -0.01 0.00 0.01
H 1.255 -1.059 -2.942 0.08 -0.32 0.10